1.
99
Properties=species:S:1:pos:R:3 method="wB97M-V/def2-TZVPD" largest_force_ev_per_a=2.97 charge=0 energy_ha=-5412.1745 e_homo_ev=-8.27
C -0.01 1.41 1.32
C -0.09 2.35 0.60
C -0.41 3.45 -0.36
O 0.63 3.44 -1.38
S 0.15 2.53 -2.64
O 0.69 2.97 -3.86
O 0.29 1.15 -2.33
O -1.43 2.93 -2.57
C -1.67 2.94 -1.15
C -3.08 3.30 -0.65
C -4.06 2.35 -1.39
N -4.28 1.20 -0.92
H -0.13 0.46 1.82
H -0.49 4.44 0.08
H -1.64 1.86 -0.92
H -3.08 3.09 0.43
H -3.35 4.37 -0.79
H -4.52 2.70 -2.31
H -3.74 1.07 -0.06
C -5.48 8.72 -1.33
S -5.18 6.99 -1.69
O -4.45 6.41 -0.52
C -3.96 7.26 -2.99
H -6.19 8.78 -0.51
H -4.54 9.21 -1.05
H -5.90 9.21 -2.21
H -3.13 7.84 -2.60
H -4.43 7.79 -3.82
H -3.61 6.29 -3.34
C 2.62 -2.48 -2.41
S 1.20 -2.14 -1.36
O 1.28 -3.06 -0.19
C -0.04 -2.81 -2.49
H 3.52 -2.18 -1.87
H 2.67 -3.55 -2.63
H 2.54 -1.91 -3.33
H 0.18 -3.85 -2.70
H -0.04 -2.22 -3.41
H -1.01 -2.73 -2.01
C 5.75 -6.33 -0.41
S 5.08 -4.79 -1.04
O 5.77 -4.50 -2.33
C 5.83 -3.72 0.20
H 5.43 -7.14 -1.07
H 6.84 -6.29 -0.39
H 5.37 -6.51 0.59
H 6.91 -3.83 0.19
H 5.44 -3.97 1.19
H 5.55 -2.69 -0.04
C 4.33 1.06 -0.37
S 5.45 -0.10 0.41
O 4.67 -0.86 1.43
C 6.42 1.13 1.29
H 3.60 0.50 -0.95
H 3.81 1.65 0.39
H 4.89 1.72 -1.04
H 5.76 1.71 1.94
H 6.92 1.79 0.57
H 7.17 0.62 1.89
C -6.63 -2.53 1.20
S -6.74 -0.77 0.83
O -5.41 -0.17 1.09
C -7.80 -0.35 2.23
H -5.97 -2.98 0.46
H -6.21 -2.68 2.19
H -7.61 -2.98 1.13
H -7.31 -0.63 3.16
H -8.75 -0.87 2.13
H -7.97 0.72 2.22
C 6.28 -3.42 -4.96
S 7.88 -2.61 -4.88
O 7.64 -1.14 -5.03
C 8.47 -3.21 -6.47
H 5.71 -3.14 -4.07
H 5.74 -3.09 -5.85
H 6.42 -4.50 -4.97
H 7.80 -2.90 -7.26
H 8.54 -4.30 -6.44
H 9.46 -2.79 -6.65
C -8.15 -2.80 5.17
S -7.25 -4.35 4.96
O -6.65 -4.33 3.60
C -8.71 -5.40 4.89
H -7.42 -1.99 5.20
H -8.83 -2.65 4.34
H -8.70 -2.83 6.11
H -9.35 -5.09 4.07
H -9.24 -5.35 5.84
H -8.38 -6.43 4.72
C 3.17 3.70 5.67
S 4.19 2.83 4.47
O 4.15 3.61 3.21
C 3.09 1.42 4.27
H 3.66 4.64 5.92
H 2.19 3.90 5.25
H 3.08 3.09 6.58
H 2.11 1.76 3.93
H 3.00 0.89 5.21
H 3.52 0.75 3.52

---

2.
180
Properties=species:S:1:pos:R:3 method="wB97M-V/def2-TZVPD" largest_force_ev_per_a=2.05 charge=0 energy_ha=-4597.6336 de_lowest_kcal_mol=17.08 e_homo_ev=-9.49
O 1.94 -1.95 3.38
C 2.35 -1.26 4.28
O 3.51 -1.52 4.93
C 3.75 -0.50 5.90
C 2.96 0.70 5.37
C 1.74 0.02 4.81
H 4.78 -0.17 6.05
H 3.39 -0.85 6.87
H 3.45 1.17 4.52
H 2.76 1.38 6.19
H 1.19 0.51 4.01
H 1.07 -0.25 5.64
O 5.11 3.87 2.44
C 4.53 3.13 1.70
O 3.56 3.54 0.86
C 2.88 2.45 0.22
C 3.30 1.26 1.12
C 4.71 1.59 1.56
H 3.28 2.33 -0.79
H 1.80 2.58 0.19
H 3.33 0.32 0.56
H 2.68 1.07 1.99
H 5.48 1.36 0.83
H 4.91 1.23 2.56
O 1.79 -5.01 0.12
C 2.87 -4.88 0.62
O 3.61 -5.94 0.99
C 4.91 -5.55 1.49
C 4.78 -4.05 1.82
C 3.64 -3.63 0.90
H 5.74 -5.73 0.81
H 4.99 -6.24 2.33
H 5.69 -3.49 1.58
H 4.65 -3.83 2.88
H 4.03 -3.24 -0.05
H 2.97 -2.90 1.35
O -7.55 -2.28 3.94
C -6.94 -1.72 3.08
O -7.12 -0.42 2.81
C -6.17 0.13 1.88
C -5.58 -1.11 1.16
C -5.96 -2.28 2.06
H -5.42 0.60 2.51
H -6.69 0.76 1.17
H -4.52 -1.05 0.94
H -6.07 -1.17 0.19
H -5.06 -2.50 2.64
H -6.25 -3.17 1.52
O 0.36 5.51 -5.87
C 0.75 4.49 -5.41
O 1.63 3.68 -6.06
C 1.77 2.52 -5.22
C 1.64 3.02 -3.81
C 0.48 3.99 -4.00
H 2.74 2.05 -5.42
H 1.04 1.74 -5.46
H 2.52 3.53 -3.41
H 1.49 2.13 -3.19
H 0.50 4.90 -3.41
H -0.46 3.43 -3.94
O 1.06 -0.42 -2.11
C 0.30 -0.33 -1.18
O -0.46 0.76 -1.03
C -1.21 0.66 0.22
C -0.54 -0.50 0.97
C 0.07 -1.35 -0.10
H -2.25 0.44 0.02
H -1.09 1.58 0.78
H -1.32 -0.94 1.60
H 0.26 -0.18 1.65
H -0.66 -2.01 -0.61
H 0.92 -1.96 0.17
O -2.71 7.58 -0.08
C -2.19 6.51 -0.27
O -1.79 5.75 0.75
C -1.44 4.42 0.34
C -1.38 4.46 -1.19
C -1.99 5.83 -1.59
H -2.14 3.67 0.71
H -0.43 4.25 0.70
H -1.87 3.67 -1.76
H -0.36 4.51 -1.56
H -2.90 5.76 -2.19
H -1.26 6.43 -2.14
O 1.92 -6.72 -4.46
C 1.16 -5.87 -4.09
O 1.59 -4.71 -3.58
C 0.52 -3.90 -3.07
C -0.67 -4.90 -2.96
C -0.33 -5.94 -4.02
H 0.30 -3.14 -3.81
H 0.68 -3.41 -2.11
H -1.58 -4.42 -3.31
H -0.72 -5.34 -1.97
H -0.70 -5.60 -4.99
H -0.74 -6.94 -3.89
O 0.08 -3.07 -6.90
C 1.03 -2.60 -6.35
O 2.19 -3.26 -6.17
C 3.15 -2.49 -5.47
C 2.65 -1.03 -5.49
C 1.15 -1.26 -5.64
H 4.17 -2.52 -5.87
H 3.26 -2.84 -4.44
H 3.08 -0.39 -6.25
H 2.86 -0.61 -4.50
H 0.67 -0.51 -6.27
H 0.64 -1.36 -4.68
O -3.91 2.29 0.35
C -4.88 2.75 -0.18
O -5.54 2.10 -1.15
C -6.71 2.82 -1.55
C -6.92 3.92 -0.53
C -5.53 4.10 0.09
H -7.56 2.18 -1.78
H -6.44 3.27 -2.51
H -7.60 3.59 0.25
H -7.31 4.82 -1.00
H -5.58 4.26 1.16
H -4.93 4.92 -0.32
O -1.85 2.59 5.97
C -2.09 1.60 5.33
O -1.64 0.37 5.71
C -1.89 -0.57 4.67
C -3.02 0.01 3.84
C -2.81 1.53 4.00
H -2.07 -1.56 5.10
H -0.95 -0.78 4.15
H -3.97 -0.22 4.34
H -3.12 -0.38 2.83
H -3.81 1.93 4.11
H -2.17 1.93 3.21
O 0.29 2.30 2.47
C 0.43 3.20 3.26
O -0.47 4.19 3.38
C 0.05 5.27 4.18
C 1.53 5.02 4.30
C 1.63 3.51 4.14
H -0.49 5.38 5.12
H -0.20 6.19 3.65
H 1.92 5.35 5.26
H 2.03 5.54 3.48
H 1.43 2.98 5.07
H 2.54 3.13 3.69
O -2.06 -6.85 4.02
C -1.33 -6.05 3.53
O -0.17 -5.69 4.17
C 0.67 -4.89 3.33
C -0.30 -4.27 2.35
C -1.43 -5.30 2.24
H 1.37 -5.57 2.84
H 1.28 -4.25 3.96
H 0.07 -3.96 1.37
H -0.72 -3.35 2.79
H -1.15 -6.00 1.45
H -2.40 -4.82 2.12
O -2.79 -2.41 -1.81
C -2.84 -1.46 -2.54
O -1.84 -1.18 -3.40
C -2.01 0.11 -4.01
C -3.23 0.73 -3.36
C -3.92 -0.40 -2.61
H -2.09 -0.09 -5.08
H -1.13 0.73 -3.85
H -3.86 1.05 -4.19
H -3.01 1.59 -2.73
H -4.79 -0.79 -3.13
H -4.21 -0.04 -1.63
O 5.37 -3.13 -2.48
C 5.42 -1.94 -2.55
O 6.28 -1.29 -3.35
C 5.89 0.08 -3.51
C 5.14 0.38 -2.24
C 4.57 -0.97 -1.76
H 5.35 0.24 -4.45
H 6.82 0.63 -3.63
H 4.40 1.18 -2.31
H 5.83 0.77 -1.48
H 3.53 -1.20 -1.98
H 4.68 -1.13 -0.69

---

3.
73
Properties=species:S:1:pos:R:3 method="wB97M-V/def2-TZVPD" largest_force_ev_per_a=1.20 charge=0 energy_ha=-1596.9267 de_lowest_kcal_mol=87.28 e_homo_ev=-5.14
C 2.88 6.21 -3.41
O 1.84 5.78 -2.50
C 1.72 4.46 -2.22
C 0.73 4.07 -1.28
C 0.59 2.75 -0.94
C 1.45 1.72 -1.46
C 1.32 0.38 -1.01
C 2.29 -0.64 -1.23
C 1.93 -2.03 -1.18
C 2.86 -3.03 -1.38
C 4.21 -2.72 -1.62
C 5.22 -3.79 -1.84
C 4.60 -1.38 -1.62
C 3.68 -0.37 -1.43
C 2.38 2.14 -2.46
C 2.53 3.46 -2.83
H 2.78 7.29 -3.42
H 3.87 5.91 -3.05
H 2.72 5.80 -4.42
H 0.12 4.85 -0.85
H -0.19 2.45 -0.23
H 0.42 0.12 -0.46
H 0.88 -2.28 -1.00
H 2.56 -4.09 -1.38
H 6.07 -3.40 -2.42
H 5.63 -4.18 -0.90
H 4.80 -4.64 -2.39
H 5.66 -1.14 -1.78
H 4.03 0.66 -1.42
H 3.01 1.41 -2.97
H 3.27 3.75 -3.58
C 0.76 -1.50 5.23
C 0.39 -2.39 4.06
C 1.04 -1.88 2.79
C 0.77 -3.84 4.34
O -1.08 -2.38 3.91
C -1.55 -1.13 3.53
C -1.92 -1.07 2.11
N -2.78 -0.16 1.78
C -3.36 0.06 0.64
C -4.21 1.24 0.54
C -4.95 1.55 -0.62
C -5.73 2.70 -0.64
C -5.77 3.54 0.48
C -5.07 3.22 1.65
C -4.29 2.06 1.69
C -3.07 -0.83 -0.50
C -2.46 -0.26 -1.63
C -1.95 -1.09 -2.62
C -2.09 -2.48 -2.52
C -2.73 -3.05 -1.40
C -3.18 -2.23 -0.37
O -1.61 -0.16 4.27
H 0.34 -1.93 6.15
H 1.84 -1.43 5.33
H 0.34 -0.50 5.10
H 0.72 -2.48 1.92
H 0.79 -0.82 2.62
H 2.13 -1.96 2.86
H 0.45 -4.50 3.52
H 1.86 -3.92 4.42
H 0.33 -4.19 5.28
H -1.49 -1.82 1.43
H -4.90 0.87 -1.48
H -6.30 2.94 -1.54
H -6.37 4.46 0.45
H -5.10 3.86 2.54
H -3.72 1.76 2.57
H -2.35 0.83 -1.68
H -1.42 -0.64 -3.46
H -1.70 -3.13 -3.30
H -2.86 -4.13 -1.32
H -3.63 -2.66 0.53